C48H55N4O6S2Sb2ScSe2 | ωB97M-V/def2-TZVPD

The lowest unoccupied orbital energy is 3.8546 eV. For the HOMO energy, the calculation gives -0.079 Ha. The charge is -2. The value obtained for the frontier orbital gap is 5.994 eV.

The geometry in XYZ format:
```
120
Properties=species:S:1:pos:R:3:forces:R:3:lowdin_charge:R:1
Sc -1.815 0.378 -0.794 -0.1 -0.2 0.2 0.461
O -5.107 -0.087 4.838 -0.1 0.0 0.0 -0.065
C -5.481 -0.405 3.495 0.0 0.0 0.0 -0.227
C -4.542 0.211 2.448 0.0 0.0 -0.1 -0.564
C -4.675 1.737 2.405 0.0 0.0 0.1 -0.253
O -4.037 2.405 3.491 0.0 0.0 0.0 -0.099
C -5.023 -0.431 1.120 0.0 0.0 0.1 -0.557
Se -4.500 0.379 -0.592 0.0 -0.1 0.0 0.573
C -3.120 -0.225 2.804 0.0 0.0 0.2 -0.513
Se -1.580 0.660 1.946 0.0 0.0 -0.2 0.526
H -5.818 -0.389 5.411 0.1 0.0 0.0 0.074
H -6.497 -0.042 3.295 0.0 0.0 0.0 0.118
H -5.478 -1.495 3.358 0.0 0.0 0.0 0.122
H -5.734 2.012 2.436 0.0 0.0 0.0 0.127
H -4.271 2.089 1.456 0.0 0.0 0.0 0.055
H -3.088 2.275 3.338 0.0 0.0 0.0 0.009
H -6.117 -0.410 1.108 0.0 0.0 0.0 0.043
H -4.732 -1.484 1.138 0.1 0.0 -0.1 0.052
H -3.064 -1.304 2.654 0.1 0.0 -0.1 0.042
H -2.962 -0.053 3.867 0.0 0.1 0.0 0.050
C -0.907 -0.207 -4.100 0.0 0.0 0.0 -0.174
N -1.391 -0.729 -2.826 -0.2 0.2 0.0 -0.036
C -1.701 -1.975 -2.795 0.0 0.0 0.0 -0.094
C -1.946 -2.613 -1.548 -0.1 0.1 0.0 -0.354
C -2.274 -3.926 -1.216 0.0 0.0 -0.1 -0.072
C -2.258 -3.977 0.183 0.0 -0.1 0.1 -0.103
C -1.924 -2.693 0.616 0.0 0.1 0.0 -0.206
N -1.740 -1.856 -0.421 0.0 -0.1 0.1 -0.047
C 0.508 -0.658 -4.396 0.1 0.0 0.0 -0.195
C 0.993 -0.610 -5.700 0.0 0.0 0.0 -0.042
C 2.299 -0.981 -5.988 0.0 0.0 0.0 -0.105
C 3.146 -1.409 -4.974 0.0 0.0 0.0 -0.111
C 2.674 -1.463 -3.670 0.0 0.0 0.0 -0.073
C 1.366 -1.094 -3.387 -0.1 0.0 0.0 -0.055
H -0.925 0.879 -4.065 0.0 0.0 0.0 0.078
H -1.572 -0.503 -4.918 0.0 0.0 0.0 0.126
H -1.716 -2.568 -3.714 0.0 0.0 0.0 0.142
H -2.474 -4.732 -1.907 0.0 0.0 0.0 0.093
H -2.430 -4.838 0.811 0.0 0.0 0.0 0.083
H -1.780 -2.339 1.624 0.0 0.0 0.0 0.060
H 0.338 -0.269 -6.496 0.0 0.0 0.0 0.114
H 2.656 -0.934 -7.011 0.0 0.0 0.0 0.090
H 4.166 -1.699 -5.199 0.0 0.0 0.0 0.090
H 3.322 -1.790 -2.863 0.0 0.0 0.0 0.095
H 1.006 -1.124 -2.366 0.0 0.0 0.0 0.074
C 0.500 4.770 3.460 -0.1 0.0 0.0 -0.371
Sb 0.416 3.680 1.591 0.0 0.0 -0.1 1.213
C 1.191 5.388 0.490 0.1 0.0 0.0 -0.368
C -1.631 4.254 1.262 0.0 0.1 0.1 -0.347
H 0.054 5.756 3.315 0.0 0.0 0.0 -0.006
H 1.525 4.882 3.815 0.0 0.0 0.0 -0.017
H -0.074 4.226 4.212 0.0 0.0 0.0 -0.011
H 0.507 6.230 0.616 0.0 0.0 0.0 -0.013
H 1.301 5.169 -0.573 0.0 0.0 0.0 -0.021
H 2.171 5.663 0.886 0.0 0.0 0.0 -0.017
H -1.648 5.300 0.948 0.0 0.0 0.0 -0.005
H -2.158 4.156 2.211 0.0 0.0 0.0 -0.007
H -2.132 3.628 0.527 0.1 0.0 0.0 -0.024
C 2.306 -4.635 2.970 0.0 0.0 0.1 -0.052
C 1.782 -4.776 1.565 0.1 0.0 0.0 -0.298
C 1.593 -6.059 1.052 0.0 0.0 0.1 -0.072
C 1.160 -6.271 -0.249 0.0 0.0 0.0 -0.097
C 0.899 -5.183 -1.065 0.0 -0.1 0.0 -0.092
C 1.065 -3.904 -0.558 0.0 0.0 0.0 -0.157
C 1.508 -3.673 0.745 0.0 0.0 -0.1 -0.330
Sb 1.733 -1.547 1.060 -0.2 0.0 -0.2 1.586
C 1.993 -1.441 3.200 -0.1 0.1 0.1 -0.334
C 0.756 -1.518 3.843 0.0 -0.1 0.0 -0.174
C 0.640 -1.437 5.222 0.0 0.0 0.0 -0.090
C 1.783 -1.253 5.986 -0.1 0.0 0.0 -0.101
C 3.013 -1.137 5.356 0.0 0.0 0.0 -0.072
C 3.140 -1.220 3.970 0.0 0.0 0.0 -0.302
C 4.507 -1.067 3.357 0.1 0.1 0.0 -0.050
C 3.771 -1.573 0.316 0.1 0.1 0.1 -0.333
C 4.462 -2.767 0.098 0.0 0.0 -0.1 -0.129
C 5.733 -2.782 -0.456 0.0 0.0 0.0 -0.104
C 6.337 -1.583 -0.813 0.0 0.0 0.0 -0.105
C 5.663 -0.393 -0.604 -0.1 0.0 0.0 -0.065
C 4.386 -0.365 -0.036 0.1 0.0 -0.1 -0.329
C 3.756 0.984 0.201 0.0 0.1 0.0 -0.095
H 2.630 -5.605 3.352 0.0 0.0 0.0 0.069
H 1.548 -4.242 3.649 0.0 0.0 0.0 0.077
H 3.149 -3.944 3.022 0.0 0.0 0.0 0.066
H 1.805 -6.911 1.691 0.0 0.0 0.0 0.097
H 1.024 -7.282 -0.616 0.0 0.0 0.0 0.092
H 0.541 -5.317 -2.078 0.0 0.0 0.0 0.102
H 0.815 -3.065 -1.202 0.0 0.0 0.1 0.070
H -0.149 -1.616 3.251 0.0 0.0 0.0 0.044
H -0.337 -1.491 5.686 0.0 0.0 0.0 0.101
H 1.716 -1.178 7.065 0.0 0.0 0.0 0.092
H 3.905 -0.969 5.952 0.0 0.0 0.0 0.097
H 5.245 -0.839 4.127 0.0 0.0 0.0 0.071
H 4.528 -0.258 2.624 0.0 0.0 0.1 0.065
H 4.825 -1.969 2.830 0.0 0.0 0.0 0.072
H 3.990 -3.710 0.348 0.0 0.0 0.0 0.088
H 6.242 -3.725 -0.617 0.0 0.0 0.0 0.093
H 7.325 -1.578 -1.259 0.0 0.0 0.0 0.091
H 6.125 0.548 -0.888 0.0 0.0 0.0 0.108
H 3.739 1.572 -0.719 0.0 0.0 0.0 0.060
H 4.334 1.550 0.938 0.0 0.0 0.0 0.081
H 2.724 0.939 0.552 0.0 0.0 0.0 0.006
O 0.435 2.609 -3.172 0.0 0.0 0.1 -0.531
S 1.022 2.012 -1.960 0.0 0.1 0.0 0.664
N 0.251 1.152 -1.050 -0.1 0.0 0.0 -0.466
O -2.621 2.282 -6.171 0.0 0.0 0.0 -0.326
S -3.438 2.797 -5.098 0.0 0.0 0.1 0.623
O -4.837 2.989 -5.386 0.0 0.0 0.0 -0.321
N -3.213 1.940 -3.738 0.0 0.0 -0.1 -0.007
C -2.636 2.665 -2.803 0.1 0.1 0.1 -0.517
O -2.295 2.265 -1.661 0.0 -0.2 -0.2 -0.188
C -2.355 4.090 -3.193 -0.1 0.0 0.0 -0.128
C -1.761 5.086 -2.442 0.0 0.0 0.0 0.005
C -1.576 6.325 -3.041 0.0 0.0 0.0 -0.072
C -1.972 6.551 -4.357 0.0 0.0 0.0 -0.091
C -2.564 5.543 -5.110 0.0 0.0 0.0 -0.046
C -2.743 4.321 -4.494 0.0 0.0 0.0 -0.207
H -1.446 4.885 -1.426 0.0 0.0 0.0 0.096
H -1.109 7.128 -2.483 0.0 0.0 0.0 0.097
H -1.810 7.526 -4.803 0.0 0.0 0.0 0.093
H -2.866 5.705 -6.136 0.0 0.0 0.0 0.112
```
Positions in Å, forces in eV/Å.


C48H55N6O3PY | ωB97M-V/def2-TZVPD

The lowest unoccupied orbital energy (spin up / spin down) is 2.1553 / 1.9421 eV. For the HOMO energy (spin up / spin down), the calculation gives -0.089 / -0.088 Ha. The charge is -1. The value obtained for the frontier orbital gap (spin up / spin down) is 4.582 / 4.339 eV.

The geometry in XYZ format:
```
114
Properties=species:S:1:pos:R:3:forces:R:3:lowdin_charge:R:1
Y -0.844 -0.566 -0.844 1.1 1.0 1.4 1.549
O -1.240 -1.397 3.797 -1.0 -1.3 -0.8 0.019
C -2.388 -2.145 3.868 1.0 1.9 0.8 -0.248
C -2.847 -2.521 5.151 -0.1 -0.4 0.0 -0.014
C -4.064 -3.232 5.288 1.1 1.3 0.3 -0.113
C -4.795 -3.526 4.147 0.0 -0.6 -1.2 -0.131
C -4.263 -3.201 2.878 -1.5 -0.2 -0.1 -0.044
C -3.157 -2.346 2.716 -0.7 -1.9 0.0 -0.096
C -2.718 -1.907 1.384 0.8 0.2 -1.7 -0.370
O -1.553 -1.254 1.302 -1.5 -1.1 -1.0 -0.226
N -3.454 -2.202 0.312 -0.7 -0.8 2.5 0.035
N -2.968 -1.749 -0.834 1.9 0.8 -0.5 -0.158
C -3.567 -2.056 -1.968 -0.2 0.1 0.5 -0.148
C -3.086 -1.486 -3.133 -1.9 -0.1 -1.2 -0.320
C -3.918 -1.354 -4.308 1.8 -0.2 -1.7 -0.031
C -3.362 -0.831 -5.493 -0.5 -1.1 3.1 -0.101
C -2.057 -0.342 -5.394 1.5 0.9 -0.5 -0.118
C -1.374 -0.375 -4.174 0.2 0.7 -2.2 -0.191
N -1.853 -0.924 -3.095 0.8 0.1 1.6 -0.038
H -1.110 -1.279 2.780 0.2 0.4 1.1 0.065
H -2.207 -2.207 6.010 -0.7 -0.4 -0.8 0.122
H -4.424 -3.441 6.300 0.0 -0.1 -0.4 0.092
H -5.763 -4.067 4.165 0.8 0.3 0.2 0.094
H -4.815 -3.629 1.996 0.7 1.0 0.8 0.113
H -4.431 -2.676 -1.981 -0.8 -0.3 0.1 0.100
H -4.862 -1.856 -4.424 -0.4 0.0 0.6 0.092
H -3.951 -0.925 -6.366 -0.2 0.3 -1.0 0.079
H -1.524 0.106 -6.238 -0.3 -0.2 0.2 0.089
H -0.384 0.094 -4.107 -0.2 -0.2 0.0 0.100
C 1.919 -2.954 4.361 -1.5 0.0 1.3 -0.075
C 3.266 -2.635 3.802 0.1 0.0 -1.7 -0.289
C 4.336 -3.347 4.289 0.5 -0.2 0.0 -0.083
C 5.619 -3.229 3.754 1.0 0.6 -0.3 -0.106
C 5.825 -2.525 2.569 -1.8 -0.1 0.6 -0.092
C 4.712 -1.938 1.941 0.0 0.0 1.1 -0.082
C 3.479 -1.826 2.611 1.1 -1.2 0.4 -0.300
P 2.176 -0.901 1.822 -3.2 -0.1 1.1 1.110
C 2.914 -0.009 0.503 1.8 1.3 0.9 -0.355
C 2.673 -0.503 -0.849 -0.3 -1.4 -1.3 -0.406
C 3.889 -0.508 -1.769 0.3 1.2 1.2 -0.018
C 4.957 0.347 -1.485 -1.6 -0.4 0.5 -0.085
C 4.921 1.117 -0.283 -0.5 0.1 0.3 -0.041
C 3.917 0.889 0.740 1.7 1.7 0.1 -0.250
C 4.258 1.603 2.106 0.0 -0.7 -0.8 -0.033
C 1.577 0.194 3.152 -0.6 0.4 -0.4 -0.326
C 2.035 0.087 4.454 0.9 0.3 -0.1 -0.181
C 1.327 0.576 5.513 -0.8 0.5 1.5 -0.154
C 0.141 1.298 5.313 -0.7 -0.8 0.1 -0.124
C -0.344 1.456 4.039 0.1 0.4 0.9 -0.096
C 0.353 0.950 2.924 0.8 -0.7 -0.8 -0.361
C -0.172 1.127 1.652 -1.4 0.4 -1.4 -0.153
H 1.854 -3.978 4.841 0.4 0.9 -0.8 0.088
H 1.119 -2.881 3.589 0.5 0.1 0.6 0.071
H 1.613 -2.285 5.225 0.3 -0.4 -1.2 0.092
H 4.103 -4.050 5.075 0.3 0.0 0.3 0.100
H 6.531 -3.595 4.237 -0.6 -0.3 0.1 0.092
H 6.800 -2.360 2.187 0.7 -0.2 -0.5 0.081
H 4.802 -1.510 0.955 0.2 0.3 0.0 0.087
H 2.346 -1.536 -0.761 0.3 -0.6 0.2 0.093
H 3.731 -1.158 -2.620 0.6 0.3 -0.3 0.097
H 5.800 0.524 -2.126 0.2 -0.3 -0.4 0.084
H 5.725 1.852 -0.047 -0.6 -0.7 -0.4 0.103
H 3.381 1.926 2.664 -0.1 0.0 -0.2 0.060
H 4.938 2.473 1.956 -0.5 -0.6 -0.1 0.071
H 4.771 0.876 2.752 0.0 0.2 -0.1 0.073
H 3.018 -0.314 4.672 -0.1 -0.5 -0.1 0.102
H 1.542 0.326 6.552 0.6 0.1 -0.2 0.082
H -0.469 1.565 6.196 0.4 0.1 -0.6 0.096
H -1.260 2.009 3.870 -0.1 0.0 -0.1 0.100
H 0.356 1.142 0.718 0.9 -0.1 -0.1 -0.040
H -1.252 1.291 1.476 0.5 0.3 0.6 0.037
C -0.626 -4.818 -2.445 -0.3 -1.2 -0.8 -0.090
C 0.340 -3.748 -2.066 1.9 1.2 0.7 -0.253
O -0.104 -2.811 -0.999 -0.6 -1.4 -0.9 -0.203
H -0.110 -5.613 -3.086 -0.5 1.2 0.8 0.104
H -1.478 -4.426 -3.024 0.2 -0.1 0.3 0.076
H -0.995 -5.365 -1.563 0.0 0.3 -0.2 0.087
H 0.633 -3.082 -2.888 -0.3 -0.3 0.0 0.111
H 1.297 -4.183 -1.693 -0.7 0.2 -0.1 0.124
H -0.967 -3.152 -0.709 0.1 0.0 0.3 0.066
N 1.441 0.082 -1.470 -1.1 -0.4 -0.1 -0.115
C 1.785 1.176 -2.239 1.4 2.3 -0.5 -0.335
C 2.238 1.030 -3.592 -0.6 0.4 1.7 -0.085
C 2.833 2.058 -4.300 -0.4 0.8 0.7 -0.113
C 2.956 3.335 -3.707 -0.1 -0.4 -0.4 -0.112
C 2.357 3.554 -2.436 0.4 1.2 -0.9 -0.118
C 1.888 2.515 -1.663 -0.6 -2.2 -2.2 -0.030
H 2.160 0.035 -3.975 -0.1 -0.5 -0.5 0.085
H 3.092 1.859 -5.331 0.5 0.2 0.0 0.088
H 3.536 4.106 -4.266 -0.9 -0.4 0.6 0.093
H 2.175 4.612 -2.126 0.7 -0.9 0.1 0.100
H 1.472 2.621 -0.697 -0.2 0.4 1.0 0.077
C -4.772 2.600 -2.883 -0.5 -0.2 0.2 -0.073
C -3.387 2.904 -3.445 1.2 1.0 1.5 -0.154
N -2.451 3.619 -2.431 -2.9 0.3 -3.0 -0.061
C -2.265 5.060 -2.678 0.3 -0.8 -1.4 -0.220
C -3.230 6.038 -2.019 0.8 1.2 -0.7 -0.075
C -1.861 2.910 -1.495 1.3 -2.6 0.8 -0.411
C -1.176 3.733 -0.445 -1.5 -0.4 -0.3 0.009
N -1.848 1.559 -1.455 -1.1 1.7 -1.6 0.040
H -5.223 1.770 -3.449 0.2 0.1 0.3 0.073
H -5.465 3.462 -3.012 0.6 -0.4 0.1 0.075
H -4.761 2.340 -1.808 0.1 0.0 -0.6 0.084
H -3.528 3.534 -4.305 0.3 0.5 -0.2 0.101
H -2.773 2.088 -3.791 -0.4 -0.7 -0.2 0.085
H -2.217 5.140 -3.811 -0.4 0.2 1.3 0.136
H -1.264 5.309 -2.399 0.6 0.1 0.4 0.087
H -4.033 6.336 -2.695 0.0 -0.1 0.0 0.064
H -2.620 6.970 -1.787 -1.0 -1.1 0.0 0.099
H -3.681 5.626 -1.136 0.0 -0.1 0.6 0.061
H -0.353 4.274 -0.890 0.2 0.2 0.2 0.073
H -0.873 3.057 0.336 0.4 0.1 0.6 0.038
H -2.010 4.401 -0.123 1.1 -0.1 0.3 0.101
H -2.374 1.189 -2.311 0.9 0.6 1.7 0.038
```
Positions in Å, forces in eV/Å.


Which formula does entry 1 have? C48H55N4O6S2Sb2ScSe2


Number 2 is which compound? C48H55N6O3PY